# 1
{"formula": "C43H56BrF3N9O7RbS", "method": "wB97M-V/def2-TZVPD", "species": ["Rb", "C", "C", "C", "C", "C", "C", "C", "N", "C", "C", "C", "C", "C", "C", "O", "C", "C", "C", "C", "C", "C", "C", "C", "C", "O", "C", "C", "C", "C", "C", "C", "H", "H", "H", "H", "H", "H", "H", "H", "H", "H", "H", "H", "H", "H", "H", "H", "H", "H", "H", "H", "H", "H", "H", "H", "H", "H", "H", "H", "H", "H", "H", "H", "H", "H", "H", "H", "H", "H", "H", "H", "Br", "C", "C", "C", "C", "C", "N", "C", "O", "O", "H", "H", "H", "N", "C", "C", "N", "H", "H", "H", "H", "H", "H", "H", "H", "N", "C", "N", "C", "N", "C", "C", "N", "C", "C", "N", "H", "H", "H", "H", "H", "F", "C", "F", "F", "S", "O", "O", "O"], "coordinates": [[0.9766, 2.4023, -1.0433], [-3.8781, -4.6802, 0.3454], [-2.8944, -4.9849, -0.7873], [-2.0678, -6.2083, -0.3610], [-3.6942, -5.3317, -2.0519], [-1.9711, -3.8092, -1.0733], [-2.1000, -2.5807, -0.4832], [-1.2220, -1.5136, -0.7834], [-1.2567, -0.3075, -0.2362], [-1.7825, 0.0725, 0.9065], [-2.1375, -0.7928, 1.9750], [-2.6465, -0.3156, 3.1466], [-2.7136, 1.0877, 3.3215], [-2.3024, 2.0012, 2.3952], [-1.9477, 1.5379, 1.0551], [-1.8869, 2.2616, 0.0578], [-2.1996, 3.4608, 2.8357], [-1.6507, 4.4044, 1.7695], [-3.5953, 3.9669, 3.2485], [-1.2399, 3.5447, 4.0376], [-3.0658, -1.2141, 4.2991], [-2.1459, -0.9584, 5.5000], [-2.9835, -2.6957, 3.9239], [-4.5214, -0.9063, 4.6854], [-0.2174, -1.6531, -1.8531], [0.4647, -0.6829, -2.1939], [-0.0972, -2.9844, -2.4361], [-0.9404, -3.9763, -2.0217], [0.8895, -3.3299, -3.5531], [0.1072, -3.8114, -4.7901], [1.7749, -2.1671, -4.0053], [1.8151, -4.4588, -3.0687], [-4.5070, -5.5502, 0.5370], [-4.5273, -3.8466, 0.0883], [-3.3387, -4.4422, 1.2594], [-2.7281, -7.0352, -0.0974], [-1.4552, -5.9631, 0.5035], [-1.4095, -6.5406, -1.1587], [-4.3643, -6.1710, -1.8620], [-3.0303, -5.5996, -2.8702], [-4.2892, -4.4772, -2.3665], [-2.9308, -2.3620, 0.1675], [-1.8924, -1.8354, 1.8637], [-3.0496, 1.4494, 4.2854], [-2.2890, 4.4195, 0.8941], [-0.6492, 4.1177, 1.4594], [-1.5915, 5.4107, 2.1818], [-4.2834, 3.8727, 2.4098], [-3.5388, 5.0152, 3.5415], [-3.9998, 3.4028, 4.0880], [-0.2472, 3.2211, 3.7308], [-1.5631, 2.9237, 4.8722], [-1.1681, 4.5744, 4.3885], [-1.1117, -1.1338, 5.2133], [-2.4041, -1.6206, 6.3267], [-2.2320, 0.0706, 5.8392], [-1.9558, -2.9844, 3.7206], [-3.5910, -2.8974, 3.0446], [-3.3566, -3.3098, 4.7427], [-4.6326, 0.1231, 5.0143], [-4.8445, -1.5634, 5.4932], [-5.1790, -1.0585, 3.8318], [-0.8524, -4.9498, -2.4843], [-0.5858, -3.0369, -5.1128], [-0.4686, -4.7112, -4.5843], [0.7945, -4.0289, -5.6085], [1.1756, -1.4033, -4.4906], [2.5180, -2.5358, -4.7159], [2.2876, -1.7048, -3.1691], [1.2534, -5.3437, -2.7773], [2.3941, -4.1205, -2.2125], [2.5086, -4.7417, -3.8600], [1.3301, -0.2788, 2.4687], [2.3568, 1.2718, 2.9379], [3.2995, 1.1392, 3.9409], [3.9913, 2.2903, 4.2913], [3.6933, 3.4674, 3.6369], [2.7268, 3.4748, 2.6285], [2.0653, 2.3708, 2.2968], [2.3834, 4.8549, 1.9397], [3.0808, 5.7859, 2.3576], [1.4545, 4.8415, 1.1384], [3.4715, 0.1858, 4.4175], [4.7513, 2.2513, 5.0622], [4.1757, 4.4053, 3.8651], [-0.7852, 2.9958, -3.3031], [-1.2347, 2.1455, -4.3727], [-0.0361, 1.7248, -5.2261], [1.0625, 1.3704, -4.3704], [-1.5424, 3.4732, -2.8335], [-0.0667, 3.6426, -3.6060], [-1.9886, 2.6197, -5.0419], [-1.6904, 1.2549, -3.9228], [0.2770, 2.5694, -5.8588], [-0.3568, 0.9049, -5.9099], [1.8525, 1.0262, -4.8984], [0.7879, 0.6834, -3.6762], [5.2380, 2.5564, -2.0222], [4.4918, 2.0641, -3.0246], [4.1029, 0.8461, -2.7485], [4.6057, 0.6371, -1.5061], [5.3083, 1.6526, -1.0436], [4.3539, -0.6061, -0.7901], [5.3736, -1.4013, -0.2616], [5.1295, -2.5759, 0.2956], [3.8576, -2.9510, 0.3664], [2.8347, -2.1471, -0.1181], [3.0865, -0.9921, -0.7020], [5.4028, 3.5484, -1.8733], [4.2765, 2.6138, -3.9160], [6.4079, -1.0939, -0.3171], [3.6634, -3.9118, 0.8235], [1.7931, -2.4247, -0.0480], [2.9768, 6.9776, -0.7400], [2.3222, 6.3551, -1.7132], [1.0161, 6.3489, -1.4376], [2.4503, 7.1609, -2.8018], [3.0191, 4.6775, -2.2202], [4.3896, 5.0259, -2.5742], [2.9307, 3.7638, -1.1211], [2.1742, 4.3945, -3.3561]], "forces_ev_per_angstrom": [[-1.7320, -1.6131, 0.5166], [0.1348, -0.0486, -0.2059], [-0.1644, -0.0571, 0.0484], [-0.1087, 0.1535, -0.0624], [0.0576, 0.0019, 0.1897], [-0.3393, 0.1453, 0.4384], [-0.0979, -0.3307, -0.0523], [0.2717, -0.2514, -0.0891], [0.0633, 0.6716, -0.0469], [-0.0392, -0.0164, -0.2034], [-0.1775, -0.0811, 0.4976], [0.0396, -0.6997, -0.3933], [0.1412, 0.5652, -0.3976], [0.0133, 0.1514, 0.5821], [-0.2388, -0.2528, -0.2721], [0.0917, 0.0845, 0.1705], [-0.1872, 0.2781, 0.1164], [-0.0426, -0.1223, -0.0814], [0.2120, -0.1174, -0.0240], [-0.1084, -0.0222, -0.1030], [0.0005, -0.1468, 0.0669], [-0.1408, -0.0611, -0.1283], [-0.0287, 0.2716, 0.0737], [0.2033, -0.0313, -0.0660], [-0.3458, 0.0744, 0.1344], [0.1355, 0.2220, -0.1968], [-0.0158, -0.3027, -0.2224], [0.2630, 0.2858, -0.1199], [0.1671, -0.1037, -0.1943], [0.0970, 0.0177, 0.1787], [0.0085, -0.1236, 0.1006], [-0.1190, 0.1201, -0.0929], [-0.0459, -0.0811, -0.0014], [-0.0817, 0.1222, 0.0348], [0.0003, 0.0804, 0.1289], [-0.0564, -0.1094, 0.0115], [0.0805, 0.0077, 0.1162], [0.1096, -0.0732, -0.0804], [-0.0817, -0.1204, -0.0080], [0.0632, -0.0329, -0.1260], [-0.0714, 0.0973, -0.0481], [-0.0569, -0.0639, 0.1452], [-0.1026, -0.1343, -0.0048], [0.0387, 0.0893, 0.0497], [-0.0733, 0.0665, -0.1188], [0.0688, 0.0981, -0.0148], [0.0574, 0.1211, 0.1060], [-0.0986, 0.0380, -0.0657], [0.0037, 0.1087, 0.0094], [-0.0724, -0.0697, 0.0921], [0.1169, -0.0230, -0.0061], [-0.0475, -0.0732, 0.0809], [0.0150, 0.1057, -0.0122], [0.1472, -0.0143, 0.0148], [-0.0184, -0.0565, 0.1299], [0.0357, 0.1162, 0.0938], [0.1251, -0.1175, -0.0744], [-0.0307, -0.0819, -0.1224], [-0.0104, -0.0508, 0.1163], [-0.0544, 0.1348, 0.0615], [-0.0343, -0.0466, 0.1117], [-0.0827, -0.0260, -0.0970], [0.0646, -0.1065, -0.0852], [-0.0605, 0.0855, -0.0715], [-0.0755, -0.1252, 0.0186], [0.0769, -0.0019, -0.0899], [0.0424, 0.1479, -0.0406], [0.0199, -0.1039, -0.1150], [0.0916, 0.1147, -0.0314], [-0.0494, -0.1179, 0.0639], [0.0938, 0.0103, 0.1147], [0.1034, -0.0294, -0.1085], [-0.0367, -0.0195, 0.0299], [0.0004, -0.2736, 0.1953], [0.0057, -0.0731, -0.0013], [-0.0658, -0.0838, -0.0887], [0.0366, 0.0412, -0.0711], [0.2253, 0.7653, 0.1242], [-0.2664, -0.1015, -0.3377], [0.2264, -0.7502, 0.6496], [0.4352, 0.5632, 0.1979], [-0.7113, -0.1571, -0.6866], [0.0088, -0.0173, -0.0072], [0.0020, 0.0241, 0.0455], [0.0196, 0.0368, -0.0447], [-0.1045, 0.4028, 0.2341], [-0.1653, -0.1413, -0.4847], [-0.3586, -0.0856, -0.2941], [0.3368, -0.0536, 0.0547], [0.0477, 0.0579, -0.0265], [-0.0031, 0.1510, 0.0269], [0.2123, -0.2427, 0.2022], [-0.0342, 0.0029, -0.1216], [-0.0987, -0.0790, 0.0650], [-0.0301, 0.3034, 0.1565], [0.0431, -0.0967, 0.1668], [0.1443, -0.1914, 0.0327], [-0.0371, -0.4255, -0.3772], [0.3679, -0.0112, 0.0563], [-0.4043, -0.3139, -0.2732], [0.3925, 0.8035, -0.4688], [0.1545, -0.2544, 0.7949], [0.1285, -0.6210, 0.4536], [-0.0675, 0.1958, -0.1879], [0.0986, -0.1645, 0.1999], [-0.0995, 0.0619, -0.0152], [0.1537, -0.1886, 0.0755], [-0.0043, 0.3793, -0.1696], [0.1000, -0.1023, 0.0223], [-0.1449, 0.2048, -0.1938], [0.0822, 0.1418, -0.0444], [-0.1234, -0.0749, 0.0226], [-0.1578, -0.1603, 0.0585], [-0.0034, -0.4578, 0.2113], [0.1273, 0.3862, -0.2976], [0.1029, -0.4254, 0.1779], [0.0961, -0.1131, -0.2094], [0.3013, 1.8319, -0.5191], [0.0845, 0.2152, -0.0264], [1.1613, 0.8720, 0.4139], [-0.3426, -0.3083, -0.0615]], "charge": -2, "lumo_energy_ha": [0.1298, 0.1282], "relative_energy_kcal_mol": 37.4, "gap_ev": [5.7534, 5.6765], "energy_ha": -5987.68432}

---

# 2
{"formula": "C43H56N2P2Si2W", "method": "wB97M-V/def2-TZVPD", "species": ["W", "C", "Si", "C", "C", "N", "P", "C", "P", "N", "Si", "C", "C", "C", "C", "C", "C", "C", "C", "C", "C", "C", "C", "C", "C", "C", "C", "C", "C", "C", "C", "C", "C", "C", "C", "C", "C", "C", "H", "H", "H", "H", "H", "H", "H", "H", "H", "H", "H", "H", "H", "H", "H", "H", "H", "H", "H", "H", "H", "H", "H", "H", "H", "H", "H", "H", "H", "H", "H", "H", "H", "H", "H", "H", "H", "H", "C", "C", "C", "C", "C", "C", "C", "C", "C", "C", "C", "C", "H", "H", "H", "H", "H", "H", "H", "H", "H", "H", "H", "H", "H", "H", "H", "H", "H", "H"], "coordinates": [[-0.1413, -0.9538, -0.2720], [-1.5538, -3.5925, 2.2200], [-0.4355, -2.3191, 2.9986], [1.1711, -3.0440, 3.6422], [-1.3339, -1.5742, 4.4471], [-0.1178, -1.0651, 1.7392], [0.4229, 0.4993, 1.9467], [0.3952, 0.9462, 0.2954], [-0.8913, 1.5958, -0.6329], [-1.7398, 0.1800, -0.8620], [-3.4629, -0.2676, -1.0422], [-3.5279, -2.0561, -0.5374], [-4.1203, -0.0106, -2.7673], [-4.5783, 0.6780, 0.1222], [-1.8017, 2.9713, 0.0630], [-1.2615, 3.7614, 1.0710], [-1.9180, 4.9152, 1.4747], [-3.1038, 5.2897, 0.8611], [-3.6247, 4.5267, -0.1795], [-2.9672, 3.3808, -0.5875], [-0.3378, 2.2466, -2.2047], [0.7906, 3.0646, -2.2225], [1.1863, 3.6679, -3.4068], [0.4495, 3.4659, -4.5685], [-0.6859, 2.6662, -4.5463], [-1.0817, 2.0568, -3.3642], [2.0591, 0.6068, 2.6541], [3.0846, 1.2084, 1.9277], [4.3597, 1.2937, 2.4713], [4.6074, 0.7801, 3.7369], [3.5805, 0.1984, 4.4741], [2.3063, 0.1186, 3.9387], [-0.6973, 1.3731, 3.0329], [-0.2421, 2.3291, 3.9397], [-1.1565, 3.0426, 4.7021], [-2.5171, 2.8049, 4.5602], [-2.9734, 1.8535, 3.6543], [-2.0645, 1.1416, 2.8932], [-1.3384, -4.5929, 2.6049], [-1.4763, -3.6329, 1.1328], [-2.5949, -3.3663, 2.4627], [1.2058, -4.1326, 3.5511], [1.2598, -2.8252, 4.7096], [2.0533, -2.6272, 3.1587], [-1.4570, -2.3852, 5.1750], [-2.3327, -1.2206, 4.1891], [-0.8078, -0.7638, 4.9557], [-2.8559, -2.7080, -1.0932], [-4.5430, -2.4366, -0.6903], [-3.3049, -2.1651, 0.5259], [-3.5843, -0.5373, -3.5561], [-4.1648, 1.0496, -3.0335], [-5.1553, -0.3694, -2.7812], [-4.0813, 1.1156, 0.9869], [-5.3379, -0.0218, 0.4870], [-5.1072, 1.4851, -0.3868], [-0.3276, 3.4869, 1.5428], [-1.4959, 5.5216, 2.2657], [-3.6160, 6.1894, 1.1770], [-4.5321, 4.8371, -0.6809], [-3.3580, 2.8189, -1.4296], [1.3579, 3.2287, -1.3123], [2.0645, 4.3005, -3.4244], [0.7568, 3.9413, -5.4908], [-1.2638, 2.5194, -5.4498], [-1.9635, 1.4269, -3.3537], [2.8743, 1.6086, 0.9433], [5.1553, 1.7671, 1.9104], [5.6017, 0.8455, 4.1601], [3.7741, -0.1815, 5.4691], [1.5045, -0.3098, 4.5291], [0.8174, 2.5225, 4.0529], [-0.8047, 3.7801, 5.4117], [-3.2256, 3.3606, 5.1611], [-4.0354, 1.6688, 3.5499], [-2.4132, 0.3878, 2.1957], [-0.9480, -4.3367, -1.7009], [-0.0087, -3.1706, -1.5374], [0.9566, -3.2011, -0.5041], [1.0642, -4.4070, 0.3887], [2.0027, -2.2170, -0.4651], [3.1172, -2.3166, 0.5416], [2.0281, -1.2032, -1.4298], [3.1408, -0.1979, -1.4563], [1.0070, -1.1088, -2.4122], [1.2594, -0.2112, -3.5960], [-0.0443, -2.0765, -2.4318], [-1.1093, -1.9657, -3.4895], [-0.3576, -5.2105, -1.9898], [-1.6824, -4.1806, -2.4800], [-1.4702, -4.5951, -0.7818], [1.2307, -4.1359, 1.4260], [1.9251, -4.9992, 0.0665], [0.1914, -5.0469, 0.3427], [4.0691, -2.4271, 0.0184], [3.0051, -3.1698, 1.1979], [3.1846, -1.4204, 1.1584], [3.8467, -0.4625, -2.2488], [3.6831, -0.1666, -0.5182], [2.7570, 0.7981, -1.6681], [1.4736, 0.8158, -3.3196], [0.4383, -0.2062, -4.3022], [2.1376, -0.6018, -4.1182], [-0.8121, -2.5146, -4.3865], [-1.2720, -0.9270, -3.7624], [-2.0597, -2.3654, -3.1532]], "forces_ev_per_angstrom": [[-0.1941, -0.2756, -0.2668], [-0.0746, -0.0458, -0.0544], [0.0078, 0.1752, -0.0007], [0.0224, 0.0002, 0.0696], [-0.0599, -0.0656, 0.0852], [0.1430, -0.2330, 0.4497], [-0.0116, -0.0756, 0.2550], [0.3088, -0.2203, -0.3314], [-0.0872, -0.0057, -0.0557], [-0.2001, 0.0982, -0.1091], [0.0264, 0.1093, 0.0169], [-0.0146, -0.0911, -0.0055], [-0.0281, 0.0524, -0.0359], [-0.0579, 0.0054, 0.0254], [-0.0959, 0.0851, -0.1263], [0.0558, 0.0144, 0.0368], [0.0065, -0.0193, 0.0005], [-0.0120, -0.0189, -0.0265], [-0.0065, 0.0374, 0.0442], [-0.0387, -0.0241, 0.0050], [0.0285, 0.0340, -0.0099], [0.0155, 0.0244, -0.0185], [0.0069, -0.0137, 0.0124], [-0.0223, -0.0133, 0.0055], [0.0199, 0.0241, -0.0134], [-0.0105, -0.0221, -0.0251], [0.0224, 0.0697, 0.0425], [0.0144, -0.0258, 0.0157], [-0.0248, 0.0041, -0.0097], [-0.0017, 0.0008, -0.0006], [0.0156, -0.0058, 0.0015], [0.0267, 0.0090, 0.0090], [0.0240, 0.0238, 0.0631], [-0.0184, -0.0004, 0.0302], [0.0080, -0.0203, -0.0007], [0.0070, 0.0007, -0.0119], [-0.0028, 0.0272, 0.0082], [-0.0522, -0.0375, -0.0135], [-0.0133, 0.0565, -0.0059], [0.0161, 0.0016, 0.0003], [0.0224, -0.0222, -0.0040], [-0.0294, 0.0459, -0.0191], [0.0016, 0.0121, -0.0321], [0.0421, -0.0178, -0.0132], [0.0102, 0.0381, -0.0200], [0.0283, 0.0093, 0.0042], [-0.0005, -0.0227, -0.0370], [0.0263, -0.0415, -0.0471], [0.0662, 0.0068, 0.0112], [-0.0096, 0.0121, 0.0448], [0.0154, -0.0065, 0.0119], [0.0076, -0.0372, 0.0126], [0.0509, 0.0057, 0.0117], [0.0215, -0.0231, -0.0062], [0.0344, 0.0505, 0.0024], [0.0151, -0.0175, 0.0025], [-0.0213, 0.0278, -0.0566], [-0.0145, 0.0023, -0.0182], [0.0120, -0.0138, -0.0060], [0.0147, -0.0022, 0.0149], [0.0127, -0.0118, 0.0273], [-0.0097, -0.0071, -0.0096], [-0.0192, -0.0134, -0.0020], [-0.0042, -0.0087, 0.0118], [0.0137, 0.0033, 0.0113], [0.0215, 0.0079, 0.0194], [0.0018, 0.0023, 0.0039], [-0.0073, -0.0134, 0.0190], [-0.0230, -0.0013, -0.0097], [-0.0020, 0.0101, -0.0304], [-0.0043, -0.0157, -0.0092], [0.0018, -0.0146, -0.0053], [-0.0082, -0.0118, -0.0080], [0.0085, -0.0109, -0.0117], [0.0223, 0.0013, 0.0007], [0.0095, 0.0193, -0.0019], [0.0860, -0.0491, -0.0202], [-0.0140, -0.0759, -0.1805], [-0.0624, 0.1615, 0.0276], [0.0508, -0.0207, 0.0360], [-0.1853, 0.1541, 0.1562], [0.0683, 0.0058, -0.0338], [0.1512, 0.0851, 0.0113], [0.0268, -0.0430, -0.0392], [0.0623, 0.2475, 0.0334], [0.0162, -0.0287, -0.0477], [-0.1513, -0.0429, 0.1339], [0.0077, -0.0406, -0.0260], [0.0020, 0.0144, 0.0329], [-0.0336, 0.0271, -0.0380], [-0.0274, 0.0153, -0.0053], [-0.0189, -0.0122, -0.0297], [-0.0111, -0.0036, 0.0024], [-0.0008, 0.0177, 0.0085], [-0.0015, -0.0025, 0.0047], [0.0034, -0.0212, 0.0093], [-0.0091, -0.0002, 0.0084], [-0.0143, 0.0130, 0.0064], [0.0204, -0.0001, 0.0048], [0.0046, 0.0062, 0.0014], [-0.0036, 0.0062, 0.0022], [0.0351, 0.0327, 0.0143], [-0.0126, 0.0094, -0.0124], [0.0060, 0.0209, -0.0021], [-0.0149, -0.0281, 0.0123], [-0.0357, -0.0289, 0.0117]], "charge": 2, "lumo_energy_ha": [-0.2332, -0.2347], "gap_ev": [6.6645, 6.6489], "energy_ha": -3110.10879}

---

Record order is preserved below.
F_max: 2.42 0.53 eV/Å